Density functional theory data (ωB97M-V/def2-TZVPD) for C21H12CoF5N5O2S3Se as an isolated structure.

Values from the calculation:
gap between HOMO and LUMO (spin up / spin down) = 4.927 / 4.925 eV
LUMO (spin up / spin down) = -2.0 / -2.0 eV

```
! wB97M-V def2-TZVPD RIJCOSX def2/J DEFGRID3
* xyz 0 2
H 2.0404 7.2477 -0.5471
N -1.0422 2.0427 0.2533
Co 0.2665 -0.3527 -0.1270
H -5.4443 -1.6583 0.6469
C 0.3208 6.0466 -0.1791
N 4.0544 0.3698 2.3275
H 3.5344 5.3086 -0.9632
C -0.2529 -4.0473 0.6267
H -0.3426 6.8794 0.0071
C 3.0563 -1.3322 -1.2235
H -5.2860 0.2330 -0.8566
F -1.4098 -7.4744 0.0977
S 0.5551 -3.0256 1.7569
O -1.5041 4.6399 0.2301
C -2.5615 0.3803 0.3802
H 5.9256 -0.4824 0.4502
C -4.8177 -0.8270 0.9663
H 5.1586 -1.4677 -1.7048
C 0.1435 2.2674 -0.2496
C 1.6505 6.2395 -0.4898
C 1.9752 3.8783 -0.6477
F -0.6466 -2.1837 -0.7645
C -0.8173 -3.5315 -0.5327
C 4.4552 -1.1770 -0.9383
H -4.9193 -0.6889 2.0420
O 0.9145 1.3184 -0.6690
C -1.2167 -6.1692 -0.1119
H 2.7478 -1.6978 -2.1951
H -6.0595 0.9105 0.5907
C 2.5310 -0.5717 0.8484
C 4.8794 -0.6434 0.2337
F 0.0027 -6.0565 1.8616
C -5.1563 0.4388 0.2055
N 1.5951 -0.2162 1.7117
H 2.6001 3.0171 -0.8395
F -2.0780 -3.6141 -2.5277
N 2.1188 -1.0737 -0.3625
C 2.4921 5.1540 -0.7228
N -1.3132 0.6734 0.2890
H -1.6977 3.6864 0.3570
S -3.1032 -1.2722 0.5756
C 3.8790 -0.2661 1.1862
C -1.5735 -4.2263 -1.4509
C 0.6314 3.6548 -0.3352
C -1.7755 -5.5798 -1.2415
Se 2.4522 0.6086 3.0289
C -0.2032 4.7567 -0.0889
C -0.4804 -5.4220 0.7892
F -2.4861 -6.3076 -2.1101
S -3.7929 1.6134 0.4164
*
```